1.
Below is C9H28O5 as an isolated structure, with properties calculated with ωB97M-V/def2-TZVPD.

Output
**LUMO energy**: 0.54 eV
**Charge**: 0
**Maximum force**: 0.2984 Eh/bohr
**ΔE to the lowest compared entry with this formula, charge and spin**: 15.4372 eV
**Gap between HOMO and LUMO**: 9.4 eV
**Multiplicity**: 1

Last column: Mulliken charge in e.
CARTESIAN COORDINATES (ANGSTROEM)
C -1.623 1.123 0.818  -0.520
C -1.095 2.474 1.448  0.344
C 0.327 2.860 0.910  -1.252
O -1.981 3.502 1.037  -0.602
H -1.637 1.158 -0.272  0.431
H -2.656 0.853 1.036  0.474
H -1.015 0.253 1.066  -0.362
H -1.136 2.476 2.537  0.326
H 0.291 3.093 -0.154  0.579
H 1.042 2.077 1.163  0.504
H 0.674 3.752 1.431  0.375
H -2.821 3.490 1.501  0.351
C 0.763 -2.767 -2.021  -1.574
C -0.608 -2.339 -1.611  0.073
C -1.375 -3.485 -0.966  -1.377
O -0.533 -1.312 -0.673  -0.402
H 1.329 -3.321 -1.272  0.288
H 1.407 -1.907 -2.207  0.365
H 0.719 -3.386 -2.917  0.471
H -1.198 -1.968 -2.450  0.278
H -1.484 -4.306 -1.674  0.434
H -2.349 -3.158 -0.602  0.403
H -0.761 -3.779 -0.114  0.253
H -1.327 -1.360 -0.136  0.633
C 1.848 2.308 -0.792  -1.283
O 1.812 3.654 -1.225  -0.545
H 1.658 2.210 0.277  0.930
H 1.007 1.833 -1.297  0.592
H 2.770 1.786 -1.050  0.436
H 2.315 4.285 -0.705  0.309
C 0.360 0.385 -0.415  -0.572
O 1.035 -0.567 -1.225  -0.688
H -0.199 -0.190 0.322  -2.031
H 1.011 1.052 0.150  0.445
H -0.344 0.978 -0.999  0.654
H 0.401 -1.287 -1.256  1.060
C 0.755 -1.596 1.813  0.266
O -0.302 -1.698 2.741  -0.529
H 0.558 -2.303 1.007  -0.150
H 0.780 -0.569 1.448  -0.125
H 1.763 -1.732 2.204  0.399
H -0.182 -2.570 3.125  0.336

2.
Below is a 2-piece molecular cluster, C3H10NO overall, with properties calculated with ωB97M-V/def2-TZVPD.

Output
**LUMO energy**: -3.59 eV
**Charge**: +1
**Maximum force**: 0.0249 Eh/bohr
**ΔE to the lowest compared entry with this formula, charge and spin**: 1.1423 eV
**Gap between HOMO and LUMO**: 9.6 eV
**Multiplicity**: 1

Last column: Mulliken charge in e.
CARTESIAN COORDINATES (ANGSTROEM)
C 0.386 0.856 -2.241  -0.761
N 1.102 0.139 -1.131  -0.216
H 0.180 1.871 -1.932  0.307
H 1.074 0.895 -3.070  0.368
H -0.443 0.230 -2.552  0.317
H 1.385 0.841 -0.448  0.364
H 1.850 -0.430 -1.509  0.373
H 0.403 -0.472 -0.687  0.249
C -0.238 -0.075 2.542  -0.774
C -1.257 -0.565 1.864  0.228
O -1.074 -1.165 0.624  -0.542
H -0.276 0.404 3.512  0.250
H 0.789 -0.075 2.176  0.182
H -2.270 -0.483 2.243  0.333
H -1.610 -1.969 0.610  0.323

3.
Below is a 2-piece molecular cluster, C2H6FN2 overall, with properties calculated with ωB97M-V/def2-TZVPD.

Output
**LUMO energy (alpha / beta)**: -5.69 / -5.69 eV
**Charge**: +1
**Maximum force**: 0.0740 Eh/bohr
**ΔE to the lowest compared entry with this formula, charge and spin**: 3.8760 eV
**Gap between HOMO and LUMO (alpha / beta)**: 8.5 / 8.5 eV
**Multiplicity**: 1

Last column: Mulliken charge in e.
CARTESIAN COORDINATES (ANGSTROEM)
C 0.534 0.208 0.062  0.058
C -1.834 -0.814 -0.124  -0.101
N 0.674 1.511 -0.092  -0.350
N 1.432 -0.700 0.117  -0.270
F -2.582 0.236 0.137  -0.117
H -1.397 -0.812 -1.123  0.410
H -1.733 -1.611 0.639  0.317
H -0.223 1.979 0.014  0.261
H 1.480 2.224 -0.277  0.266
H 1.210 -1.703 0.365  0.282
H 2.438 -0.520 0.284  0.245

4.
Below is a 2-piece molecular cluster, C4H11N2O overall, with properties calculated with ωB97M-V/def2-TZVPD.

Output
**LUMO energy**: 3.93 eV
**Charge**: -1
**Maximum force**: 0.0835 Eh/bohr
**ΔE to the lowest compared entry with this formula, charge and spin**: 6.2824 eV
**Gap between HOMO and LUMO**: 6.9 eV
**Multiplicity**: 1

Last column: Mulliken charge in e.
CARTESIAN COORDINATES (ANGSTROEM)
C 1.903 -0.092 -0.195  -0.743
N 1.162 -1.310 0.023  -0.405
C -0.015 -1.504 -1.008  -0.460
O -1.135 -2.055 -0.524  -0.809
C 0.908 1.505 -0.330  -0.052
N 0.393 2.364 0.475  -0.658
C -2.111 0.482 1.068  -0.880
H 2.350 0.194 0.776  0.370
H 2.720 -0.022 -0.921  0.331
H 0.664 -1.300 0.907  0.324
H -0.170 -0.516 -1.482  0.187
H 0.439 -2.142 -1.792  0.299
H 1.162 1.564 -1.367  0.327
H 0.008 1.040 0.218  0.054
H -3.006 -0.121 0.943  0.315
H -2.278 1.550 1.085  0.352
H -1.494 0.176 1.916  0.253
H -1.500 0.185 0.207  0.193

5.
Below is one molecule with the formula C5H6S2, with properties calculated with ωB97M-V/def2-TZVPD.

Output
**LUMO energy**: 0.47 eV
**Charge**: 0
**Maximum force**: 0.0624 Eh/bohr
**ΔE to the lowest compared entry with this formula, charge and spin**: 3.1335 eV
**Gap between HOMO and LUMO**: 9.1 eV
**Multiplicity**: 1
**Structure (SMILES)**: C=C1SC[C@@H]2S[C@@H]12

Last column: Mulliken charge in e.
CARTESIAN COORDINATES (ANGSTROEM)
C -0.678 -0.521 -2.132  -0.658
C -0.539 0.019 -0.946  0.331
C -0.136 -0.033 1.756  -0.584
C 1.028 -0.217 0.857  -0.097
C 0.628 0.765 -0.228  -0.440
H -0.001 -0.367 -2.989  0.285
H -1.655 -1.108 -2.384  0.189
H 0.005 1.073 2.146  0.219
H -0.478 -0.686 2.616  0.391
H 1.103 -1.247 0.476  0.277
H -0.028 1.528 0.182  0.346
S -1.578 -0.094 0.428  -0.160
S 2.330 0.889 0.217  -0.099

6.
Below is C44H37N9P2SbSe4Tl as an isolated structure, with properties calculated with ωB97M-V/def2-TZVPD.

Output
**LUMO energy**: 3.56 eV
**Charge**: -2
**Maximum force**: 0.0032 Eh/bohr
**ΔE to the lowest compared entry with this formula, charge and spin**: 0.0171 eV
**Gap between HOMO and LUMO**: 5.0 eV
**Multiplicity**: 1

Last column: Mulliken charge in e.
CARTESIAN COORDINATES (ANGSTROEM)
Tl -1.301 -0.281 0.122  0.887
N 1.755 1.735 3.295  -0.414
P 3.356 1.206 2.926  -0.285
C 3.809 0.651 4.628  0.348
C 5.067 0.975 5.123  -0.675
C 5.457 0.567 6.394  -0.503
C 4.583 -0.161 7.184  -0.404
C 3.319 -0.485 6.700  -0.856
C 2.937 -0.083 5.432  0.321
C 3.000 -0.420 2.157  0.731
C 1.777 -1.080 2.245  -0.309
C 1.591 -2.296 1.607  -0.405
C 2.631 -2.876 0.894  -0.364
C 3.852 -2.223 0.796  -0.765
C 4.028 -0.992 1.411  -0.627
P 0.656 2.110 2.028  0.463
C 0.854 3.908 1.740  0.911
C 0.223 4.430 0.612  -0.442
C 0.291 5.789 0.337  -0.793
C 1.027 6.628 1.161  -0.513
C 1.687 6.108 2.269  -0.556
C 1.595 4.755 2.560  -0.646
C -0.912 2.085 2.973  0.493
C -2.051 2.619 2.371  -0.085
C -3.280 2.543 3.008  -0.598
C -3.387 1.932 4.249  -0.510
C -2.260 1.382 4.848  -0.770
C -1.029 1.451 4.210  -0.043
H 1.699 2.291 4.142  0.522
H 5.743 1.554 4.504  0.340
H 6.441 0.825 6.767  0.382
H 4.881 -0.478 8.176  0.357
H 2.633 -1.056 7.315  0.400
H 1.956 -0.341 5.049  0.212
H 0.948 -0.625 2.775  0.716
H 0.615 -2.765 1.629  0.243
H 2.472 -3.814 0.376  0.436
H 4.654 -2.654 0.208  0.368
H 4.966 -0.457 1.296  0.331
H -0.345 3.792 -0.061  0.244
H -0.250 6.168 -0.520  0.460
H 1.087 7.688 0.944  0.345
H 2.268 6.760 2.912  0.388
H 2.113 4.364 3.429  0.191
H -2.016 3.085 1.390  -0.205
H -4.149 2.934 2.495  0.421
H -4.351 1.865 4.740  0.348
H -2.339 0.889 5.811  0.419
H -0.160 0.999 4.674  0.109
N -3.112 -1.088 -3.333  -0.231
C -3.834 -1.737 -2.406  0.509
N -5.154 -1.848 -2.604  -0.613
C -5.828 -2.318 -1.573  0.412
N -7.195 -2.395 -1.705  -0.530
N -5.315 -2.735 -0.405  -0.688
C -3.992 -2.666 -0.372  0.487
N -3.188 -2.235 -1.326  -0.143
C -3.333 -2.972 0.934  0.190
C -3.704 -2.213 2.042  -0.604
C -2.988 -2.367 3.213  -0.110
C -1.960 -3.299 3.249  -0.390
C -1.696 -4.031 2.104  -0.471
N -2.353 -3.872 0.956  -0.285
H -3.638 -0.387 -3.853  0.129
H -2.215 -0.737 -3.013  0.087
H -7.552 -1.739 -2.382  0.278
H -7.672 -2.389 -0.818  0.258
H -4.493 -1.480 1.940  0.365
H -3.209 -1.747 4.073  0.392
H -1.361 -3.445 4.139  0.396
H -0.903 -4.774 2.098  0.493
C 0.187 -4.699 -2.544  -1.158
C -0.252 -3.684 -1.675  -0.063
N 0.390 -2.548 -1.514  0.741
C 1.514 -2.337 -2.223  -0.641
C 2.034 -3.288 -3.119  1.652
C 1.333 -4.497 -3.265  -0.924
C 3.235 -3.007 -3.853  -0.919
C 3.873 -1.828 -3.706  -0.975
C 3.370 -0.826 -2.809  1.524
C 3.999 0.420 -2.650  -1.044
C 3.459 1.338 -1.793  -1.144
C 2.296 0.990 -1.085  -0.694
N 1.700 -0.174 -1.195  1.024
C 2.209 -1.070 -2.056  -0.282
H -0.389 -5.610 -2.636  0.448
H -1.161 -3.806 -1.096  0.066
H 1.705 -5.247 -3.954  0.374
H 3.608 -3.760 -4.539  0.368
H 4.772 -1.608 -4.272  0.382
H 4.895 0.641 -3.222  0.362
H 3.897 2.318 -1.655  0.513
H 1.831 1.698 -0.407  0.380
Se -4.177 0.842 -0.030  -0.800
Sb -3.318 2.380 -1.779  0.675
Se -0.951 1.505 -2.026  -0.804
Se -3.176 4.655 -0.893  -0.752
Se -4.458 2.106 -3.927  -0.856